118
Properties=species:S:1:pos:R:3:forces:R:3:lowdin_charge:R:1 method="wB97M-V/def2-TZVPD" spin_multiplicity=1 total_charge=-3 gap_ev=7.4 total_energy_ev=-268590.967 homo_ev=-4.09
N -1.539950 -8.499812 1.390395 0.3955 1.6480 0.4176 -0.298
C 2.215704 1.959650 3.517721 -0.2993 -0.9144 0.7410 -0.653
F 0.761660 4.221189 -1.105513 0.3637 -0.1115 -0.0051 0.101
O -0.484622 -0.532019 -5.695092 0.2556 -0.0359 0.1825 -0.294
O 0.597888 -0.761242 6.633107 -0.0738 0.2092 0.9879 -0.299
S -1.729393 -6.857425 1.449384 -0.2706 -0.3703 -1.3599 0.606
H 1.064999 -2.345624 0.012682 0.2035 -0.5056 0.0249 0.080
F -0.684805 -11.178012 4.078585 0.2691 0.2136 0.1545 0.121
S -6.037795 -0.323129 -1.283735 0.9627 0.1244 0.7025 0.605
O -2.911092 -9.532715 3.228141 0.2785 -0.4855 -0.2660 -0.308
C -2.855173 -6.630915 -0.042639 0.7762 -0.2127 0.1455 -0.670
F 0.168272 1.041252 8.884093 -0.1089 0.1007 -0.0422 0.095
H 2.943877 1.019739 -4.055870 -0.2036 -0.2138 0.0559 0.126
C 4.141463 0.464944 -0.121276 -1.5202 -0.3692 0.4755 -0.202
H 6.249322 -0.167073 1.243975 -0.1783 0.2296 -0.4180 0.091
O -0.051161 1.652775 -2.102232 -0.1176 -0.0525 0.3919 -0.295
F -4.856999 3.090181 1.234217 0.2207 0.3755 0.0016 0.142
C 3.341564 0.567841 -1.409405 -0.1315 0.5023 1.3532 -0.088
H -3.316911 0.947397 1.580131 0.2017 0.3837 -0.1615 0.074
H 2.292579 -1.232268 -3.866227 0.0567 -0.2469 -0.0934 0.108
O -6.485757 2.909160 -2.161759 0.5316 -0.2708 -0.0779 -0.285
C 5.611910 -1.022337 0.993254 -0.0270 -0.3248 0.4212 -0.086
S -0.513819 1.760859 -3.454846 -0.5458 0.2518 0.1634 0.625
H 3.375484 0.564272 0.660202 0.2607 0.1522 0.2101 0.132
O 1.846311 5.639962 2.183806 -0.2964 -0.6968 0.2540 -0.278
C 3.747252 0.289371 -3.945836 0.7456 0.8769 0.3072 -0.063
N -5.287568 1.052442 -0.837709 -0.5698 -1.0196 -0.6028 -0.324
F -5.819620 4.696390 0.094753 0.0122 -0.0032 0.3936 0.138
H 4.992183 1.072698 -2.451278 -0.4059 0.3963 -0.1911 0.184
S 0.408344 0.620276 6.300852 1.5041 -0.4720 -1.1385 0.596
H 2.499017 -0.119871 -1.387710 0.2277 -0.3183 -0.4466 0.141
C 3.305483 -1.132904 -4.266535 -0.8529 0.2111 0.2963 -0.177
C -6.156912 -1.278952 0.331524 -0.2922 0.9624 -0.9294 -0.675
H -0.095705 -3.595522 0.694380 0.1418 -0.0824 -0.1208 0.074
O -0.449789 0.856767 5.175445 -0.2362 0.3071 0.2533 -0.309
S 1.997420 8.073700 0.043519 -1.8164 0.3356 -0.0675 0.545
S 1.873378 2.592266 5.257281 1.3397 1.4669 0.4014 0.544
C 3.092642 7.904631 -1.511029 -0.2202 0.2039 0.2782 -0.655
F 2.745308 6.829431 -2.216132 0.2141 -0.1977 0.0178 0.110
S -0.886997 -0.615571 -4.315477 -0.2406 -2.4500 -1.2272 0.542
O -0.779240 -1.660848 0.570947 -0.0303 -0.6107 -0.4770 -0.203
N -1.682980 0.624152 -3.794398 1.4195 2.1273 0.7825 -0.276
H -2.315144 0.008135 -1.735291 0.5112 0.4613 0.1485 0.109
C -1.457378 3.360762 -3.513295 -0.4663 -0.2716 -0.2470 -0.679
S -1.609505 -9.021253 2.877643 -0.6542 -0.2896 1.5963 0.546
H 4.598851 0.696236 -4.498428 -0.1417 -0.4385 -0.4518 0.125
H 4.849729 -0.483692 -2.388473 -0.7953 -0.4281 0.3809 0.153
H -2.582376 -0.576745 1.861283 0.3775 0.0319 0.4203 0.091
F 1.119114 1.472802 2.921308 -0.0493 0.4504 -0.2424 0.102
C -2.338115 0.464232 1.637916 -0.3424 -0.5093 -0.1728 -0.002
F 2.765574 2.897537 2.775481 -0.0560 0.1959 -0.1678 0.136
H 0.654073 -2.371884 1.774650 0.5036 -0.4245 -0.0901 0.098
N -2.586252 0.117850 -0.750476 -1.4297 -0.8865 0.3281 0.217
O 0.052535 -1.192725 -3.372766 0.1374 0.3947 -0.0386 -0.315
F -3.599361 -5.537021 0.088363 -0.1430 -0.1090 0.2265 0.136
H 4.847949 1.290572 0.025624 0.2590 -0.1635 -0.2012 0.142
F -4.951948 -1.723795 0.675730 0.0603 -0.1924 0.2042 0.138
F -2.755381 -2.125377 -3.164933 -0.0222 0.1805 -0.0368 0.137
C -5.147338 3.550003 0.022381 -0.4375 -0.6715 -1.0703 -0.676
H 3.236620 -1.282333 -5.347191 0.1432 0.0336 -0.0119 0.143
H -3.426804 0.739909 -0.703059 0.4879 0.2375 -0.3810 0.095
O 3.066659 3.360513 5.509783 0.1100 -0.4372 -0.1465 -0.312
N 1.145342 6.727422 0.018739 1.9725 -0.9416 0.3084 -0.294
H 0.067990 -0.351428 -0.764420 0.2418 0.2085 0.0804 0.093
H 6.260897 -1.844127 0.695680 -0.0796 -0.1150 0.1741 0.085
C 1.128380 4.051918 0.170191 0.0358 1.2812 -0.8878 -0.669
O 0.649597 3.332112 5.205742 -0.1310 -0.2215 -0.3729 -0.292
C 5.354760 -2.325436 -4.194634 0.4190 0.1543 -0.5335 -0.108
N 4.268219 0.355157 -2.527702 0.7951 -0.0288 -0.6712 0.056
C -0.338042 -0.353360 0.251811 -0.9526 -1.0558 0.3794 -0.186
C -2.259795 -1.862746 -4.367318 0.0335 0.0149 -0.2734 -0.678
F -4.036833 3.780898 -0.683301 0.1621 -0.1243 0.4848 0.120
O 1.130232 9.171046 -0.292813 0.1350 -0.0282 -0.4359 -0.321
C -1.595306 0.493481 0.317223 0.0453 1.2975 -0.5405 -0.302
F -6.640177 -0.511245 1.297974 0.0526 -0.0757 0.2140 0.146
F -6.990907 -2.291816 0.127299 0.1292 -0.3596 0.2018 0.143
C 0.304679 -2.590169 0.760073 -0.7730 1.4263 0.3829 -0.040
F -1.691666 1.108014 7.786573 -0.1240 0.4326 -0.0215 0.129
F -2.446126 3.332485 -2.628867 0.0130 -0.0706 -0.0713 0.141
O 0.508634 1.915704 -4.455619 -0.0380 -0.1758 -0.2226 -0.297
N 1.914937 1.317835 6.215009 -2.4350 -0.3428 -0.3785 -0.293
F -1.797216 -3.009985 -4.882976 0.2278 0.1272 0.1220 0.128
O 3.445154 5.453229 0.379646 -0.2987 -0.4543 -0.9967 -0.306
F -1.958051 3.542677 -4.736593 -0.0899 -0.0855 0.0062 0.141
O -7.382468 2.198321 -0.005737 0.2309 -0.0236 0.0277 -0.302
O -5.107594 -1.105396 -2.044316 0.1649 -0.0885 -0.0290 -0.292
H 5.804589 -1.441655 -4.672718 -0.3401 0.1562 0.0384 0.086
H 0.385766 -0.047945 1.015674 0.0329 0.4525 -0.2071 0.127
H 6.072346 -2.608932 -3.425483 -0.2161 -0.3898 0.0810 0.091
F 4.388629 7.836621 -1.204089 0.1078 -0.0689 -0.0555 0.114
O -7.381375 -0.169878 -1.730606 -0.2440 0.0982 -0.1503 -0.269
F 1.973874 3.022972 0.225734 -0.1371 -0.6412 0.1257 0.107
F -3.215028 -1.426722 -5.187269 -0.2391 0.0543 0.2387 0.136
H 5.062829 -1.265296 1.906957 0.0274 -0.1414 -0.0423 0.098
F 0.799565 -10.087884 2.899465 0.0689 -0.3629 0.0844 0.126
O 2.790816 8.237849 1.222908 0.9492 0.0973 -0.3718 -0.300
H -1.347227 1.522172 0.051416 0.2254 -0.0025 0.1343 0.130
H 2.923352 1.575216 -1.420747 0.0183 -0.0014 -0.5301 0.134
H 5.274058 -3.082751 -4.977952 0.1558 -0.1649 0.1153 0.094
O 4.707885 -0.823815 -0.079599 0.7920 0.5489 -0.3980 -0.181
O 4.092828 -2.102084 -3.615024 0.3197 0.3036 0.2059 -0.175
S -6.238243 2.322759 -0.874107 -1.1805 1.4235 0.8508 0.582
O -0.558063 -6.112007 1.088767 0.2053 -0.2773 0.0614 -0.297
F -0.658719 4.376636 -3.240525 0.1879 -0.1827 -0.0197 0.162
S 2.062728 5.563230 0.774712 -1.1978 1.4606 0.9921 0.603
H -1.747140 0.946705 2.413572 -0.0075 -0.2385 0.1485 0.093
F -2.125018 -6.464028 -1.155042 -0.0811 -0.3079 -0.0913 0.111
F -3.638284 -7.698118 -0.185045 -0.2989 0.1803 -0.2518 0.119
F -0.284831 2.795050 7.728756 -0.4396 0.1029 -0.0841 0.150
O -2.542951 -6.389157 2.522777 -0.2795 0.0983 0.3454 -0.290
C -0.465435 -10.497825 2.951461 -0.8256 0.2595 -0.9749 -0.672
F 2.927589 8.951432 -2.338993 0.0766 0.1750 0.2150 0.098
F 3.077200 0.915093 3.561153 0.2531 0.1388 0.0661 0.087
F 0.019611 3.821413 0.846990 0.2621 -0.3102 0.4858 0.165
O -0.981886 -8.179103 3.864045 0.3204 -0.1148 -0.0776 -0.315
H -3.076225 -0.758636 -0.525232 0.6111 -0.2829 0.0748 0.130
F -0.691610 -11.360414 1.939856 0.2654 0.0571 -0.0313 0.098
C -0.413543 1.485677 7.746573 0.8752 -1.1485 0.2401 -0.671